[1]
Entry from OMol25: an isolated molecule of C7H10N4O in a non-equilibrium geometry (the ωB97M-V functional and the def2-TZVPD basis).

Each line ends with the Mulliken charge.
Positions of all 22 atoms, in Å:
C1 0.99 -1.38 2.99  -0.702
O1 1.73 -1.96 1.92  -0.344
C2 1.61 -1.34 0.74  -0.069
C3 0.69 -0.46 0.35  -0.197
N1 0.46 0.10 -0.88  -0.549
C4 -0.60 0.81 -1.21  0.609
C5 -1.80 1.16 -0.42  -1.267
N2 -0.63 1.09 -2.62  0.699
C6 -0.24 0.21 -3.62  -0.138
C7 -0.49 0.98 -4.76  -0.486
N3 -0.91 2.18 -4.40  -0.476
N4 -1.02 2.27 -3.14  -0.454
H1 -0.10 -1.23 2.67  0.263
H2 1.31 -0.38 3.21  0.334
H3 1.07 -2.08 3.81  0.252
H4 2.38 -1.74 0.13  0.443
H5 0.21 0.19 1.07  0.158
H6 -2.51 0.39 -0.45  0.317
H7 -2.36 1.84 -1.15  0.390
H8 -1.41 1.59 0.50  0.407
H9 -0.13 -0.78 -3.31  0.382
H10 -0.37 0.97 -5.82  0.428

Results
HOMO-LUMO gap (eV): 8.75
LUMO (eV): 0.294
SMILES string: CO/C=C/N=C(\C)n1ccnn1


[2]
Entry from OMol25: an isolated molecule of C7H10N4O2 in a non-equilibrium geometry (the ωB97M-V functional and the def2-TZVPD basis).

Each line ends with the Mulliken charge.
Positions of all 23 atoms, in Å:
C1 -0.76 -1.23 2.43  0.149
C2 2.61 -1.10 0.18  0.354
C3 -0.99 0.93 -0.88  -0.499
C4 -0.68 -0.56 -1.14  -1.095
C5 0.08 1.42 0.09  -1.053
C6 0.05 -1.09 0.12  1.211
C7 0.33 0.20 0.95  -0.052
N1 -0.74 -1.82 1.22  -0.169
N2 1.34 -1.73 -0.17  -0.244
N3 -0.11 0.05 2.23  0.014
N4 2.57 0.13 0.68  -0.529
O1 -1.13 -1.69 3.44  -0.552
O2 3.57 -1.78 -0.20  -0.669
H1 -1.08 1.59 -1.74  0.414
H2 -1.99 0.96 -0.30  0.262
H3 -1.60 -1.11 -1.40  0.326
H4 -0.06 -0.77 -2.09  0.325
H5 1.00 1.60 -0.36  0.442
H6 -0.20 2.30 0.64  0.432
H7 -1.05 -2.77 1.24  0.217
H8 1.65 -2.58 -0.58  0.225
H9 0.01 0.55 3.10  0.278
H10 3.06 0.28 1.56  0.214

Results
HOMO-LUMO gap (eV): 8.72
LUMO (eV): -0.157


[3]
Entry from OMol25: an isolated molecule of C7H10N4O4 in a non-equilibrium geometry (the ωB97M-V functional and the def2-TZVPD basis).

Each line ends with the Mulliken charge.
Positions of all 25 atoms, in Å:
C1 -0.96 -1.86 -0.65  0.118
C2 0.13 0.29 2.09  -0.641
C3 1.65 0.54 1.83  -0.476
C4 2.21 0.64 -0.51  -0.398
C5 -0.29 1.01 -1.10  -0.575
C6 -1.18 0.42 0.00  0.570
C7 -1.62 -0.57 -1.02  -0.525
N1 -0.12 -1.51 0.47  -0.253
N2 0.97 0.66 -1.31  -0.113
N3 -0.59 -0.31 1.09  0.223
N4 -2.75 -0.38 -1.82  0.916
O1 -1.03 -2.95 -1.19  -0.618
O2 -3.34 -1.33 -2.27  -0.607
O3 -3.05 0.82 -1.97  -0.655
O4 2.05 1.29 0.64  -0.420
H1 -0.01 -0.24 3.08  0.379
H2 -0.30 1.34 2.22  0.304
H3 2.05 0.99 2.84  0.294
H4 2.26 -0.43 1.64  0.307
H5 2.51 -0.32 -0.22  0.408
H6 2.92 1.08 -1.16  0.335
H7 -0.77 1.62 -1.94  0.435
H8 -1.87 1.18 0.45  0.392
H9 0.09 -2.39 1.10  0.309
H10 1.05 0.42 -2.30  0.292

Results
HOMO-LUMO gap (eV): 8.27
LUMO (eV): -0.164


[4]
Entry from OMol25: a cluster of 2 separate species, C7H10N4S in total in a non-equilibrium geometry (the ωB97M-V functional and the def2-TZVPD basis).

Each line ends with the Mulliken charge.
Positions of all 22 atoms, in Å:
C1 -1.45 -0.82 0.41  0.462
C2 -1.05 1.29 0.62  0.470
C3 0.81 -1.61 0.31  0.430
C4 -1.92 -2.27 0.22  -0.461
C5 -0.78 -3.14 -0.32  -0.645
C6 -1.42 2.74 0.62  -0.907
C7 3.79 0.71 -0.40  -0.669
N1 -2.05 0.32 0.58  -0.697
N2 0.12 0.75 0.50  -1.038
N3 0.59 -2.77 0.06  -0.344
N4 -0.06 -0.58 0.38  0.636
S1 3.83 -0.78 0.61  -0.133
H1 -2.27 -2.47 1.24  0.249
H2 -2.68 -2.16 -0.44  0.409
H3 -0.74 -4.27 -0.05  0.289
H4 -0.66 -3.16 -1.35  0.366
H5 -1.04 3.19 1.50  0.287
H6 -0.92 3.09 -0.31  0.271
H7 -2.53 2.88 0.56  0.265
H8 4.81 0.99 -0.55  0.328
H9 2.96 1.38 0.04  0.194
H10 3.36 0.52 -1.40  0.238

Results
HOMO-LUMO gap (spin up / spin down) (eV): 6.00 / 5.93
LUMO (spin up / spin down) (eV): -2.030 / -2.040


[5]
Entry from OMol25: the ion C7H10N5 with charge +1 in a non-equilibrium geometry (the ωB97M-V functional and the def2-TZVPD basis).

Each line ends with the Mulliken charge.
Positions of all 22 atoms, in Å:
C1 2.52 -1.14 -0.45  -1.583
C2 1.05 -0.90 -0.10  0.758
C3 0.31 -2.08 -0.06  -0.307
N1 -0.94 -2.37 0.19  -0.358
C4 -2.02 -1.79 0.23  0.608
N2 -2.64 -0.72 0.14  -0.738
N3 -2.30 0.57 -0.02  1.049
C5 -3.44 1.50 -0.19  -0.780
N4 -1.27 1.28 -0.21  -0.357
N5 -0.07 1.38 0.01  -0.326
C6 0.86 0.51 0.22  0.769
C7 2.17 1.11 0.71  -1.250
H1 2.78 -0.59 -1.41  0.389
H2 3.37 -0.79 0.12  0.380
H3 2.66 -2.28 -0.53  0.283
H4 0.85 -2.92 -0.20  0.394
H5 -4.38 1.08 0.21  0.316
H6 -3.22 2.45 0.07  0.320
H7 -3.77 1.43 -1.18  0.386
H8 1.86 2.20 1.13  0.335
H9 2.74 0.71 1.54  0.412
H10 2.88 1.34 -0.24  0.301

Results
Net charge: +1
HOMO-LUMO gap (eV): 7.35
LUMO (eV): -5.874
SMILES string: Cc1cnc#[n+]n(C)nnc1C


[6]
Entry from OMol25: the ion C7H10N5O2 with charge +1 in a non-equilibrium geometry (the ωB97M-V functional and the def2-TZVPD basis).

Each line ends with the Mulliken charge.
Positions of all 24 atoms, in Å:
N1 -0.57 -1.72 1.02  -0.069
C1 -0.92 -0.26 1.28  -0.484
N2 -0.17 0.33 2.38  -0.611
C2 0.82 1.12 2.15  -0.178
C3 1.36 1.41 0.83  0.596
N3 2.54 2.06 0.63  -0.578
C4 2.85 2.35 -0.59  -0.139
C5 1.93 2.18 -1.57  -0.322
N4 0.79 1.55 -1.47  -0.593
C6 0.50 1.10 -0.25  0.673
N5 -0.64 0.43 0.03  -0.304
C7 -1.73 -0.16 -1.33  0.262
O1 -0.94 -0.38 -2.36  -0.507
O2 -2.35 -1.24 -0.89  -0.586
H1 -0.74 -2.03 2.00  0.420
H2 0.49 -1.59 0.74  0.450
H3 -1.16 -1.87 0.23  0.303
H4 -1.96 -0.16 1.49  0.354
H5 1.28 1.57 3.04  0.447
H6 3.77 2.96 -0.78  0.347
H7 2.19 2.56 -2.62  0.344
H8 -2.31 0.85 -1.30  0.385
H9 -0.28 0.24 -2.55  0.395
H10 -2.27 -2.00 -1.53  0.394

Results
Net charge: +1
HOMO-LUMO gap (eV): 8.46
LUMO (eV): -3.886
SMILES string: [NH3+][C@H]1N=Cc2nccnc2N1C(O)O


[7]
Entry from OMol25: the ion C7H10NO with charge +1 in a non-equilibrium geometry (the ωB97M-V functional and the def2-TZVPD basis).

Each line ends with the Mulliken charge.
Positions of all 19 atoms, in Å:
C1 2.91 0.85 -0.08  -0.967
C2 1.78 0.41 -0.64  -0.132
C3 0.75 -0.10 0.32  0.220
C4 0.29 -1.53 0.25  -0.919
C5 -0.94 -1.82 -0.13  -0.160
C6 -1.96 -0.81 -0.33  -0.694
C7 -1.79 0.47 0.02  0.111
O1 -2.78 1.46 -0.09  -0.475
N1 -0.40 0.96 0.17  -0.041
H1 3.71 1.15 -0.57  0.376
H2 3.12 0.73 0.94  0.287
H3 1.50 0.22 -1.63  0.480
H4 1.03 0.17 1.37  0.267
H5 0.95 -2.27 0.45  0.539
H6 -1.11 -2.92 -0.12  0.340
H7 -2.88 -1.04 -0.61  0.531
H8 -3.48 1.09 0.46  0.413
H9 -0.38 1.64 0.93  0.395
H10 -0.31 1.32 -0.70  0.428

Results
Net charge: +1
HOMO-LUMO gap (eV): 9.37
LUMO (eV): -3.865
SMILES string: C=C[C@@H]1C=CC=C(O)[NH2+]1


[8]
Entry from OMol25: an isolated molecule of C7H10NOP in a non-equilibrium geometry (the ωB97M-V functional and the def2-TZVPD basis).

Each line ends with the Mulliken charge.
Positions of all 20 atoms, in Å:
C1 1.86 -1.00 -0.67  -0.308
C2 1.38 0.10 -0.88  -0.519
C3 0.73 2.16 0.49  -0.472
C4 0.01 2.06 1.54  -0.540
C5 -0.69 1.08 -1.36  -1.069
C6 0.73 1.44 -0.90  0.571
C7 -0.56 -1.80 0.98  -0.612
N1 -1.55 -1.20 0.09  -0.156
O1 -3.21 0.81 -0.44  -0.653
P1 -1.87 0.44 -0.03  0.391
H1 2.14 -2.00 -0.84  0.471
H2 1.73 2.56 0.58  0.325
H3 -0.65 2.07 2.31  0.543
H4 -1.30 1.86 -1.75  0.396
H5 -0.64 0.28 -2.10  0.437
H6 1.33 2.10 -1.71  0.316
H7 -0.50 -1.25 1.86  0.293
H8 -1.02 -2.83 1.16  0.324
H9 0.50 -1.96 0.55  0.018
H10 -2.11 -1.82 -0.43  0.243

Results
HOMO-LUMO gap (spin up / spin down) (eV): 7.78 / 7.56
LUMO (spin up / spin down) (eV): -0.102 / -0.591


Per-record energy above the lowest of the compared OMol25 structures with the same formula, charge and spin, kJ/mol: 430.81; 186.34; 270.47; 335.67; 913.25; 0.00; 265.78; 751.39